[1]
C23H32GeNO4Rh as an isolated structure at a distorted geometry, computed with the ωB97M-V functional and the def2-TZVPD basis.

The multiplicity is 5. The calculation puts the total energy at -93571.7065 eV.

Each line ends with the Mulliken spin population.
Atoms and positions in Å:
Rh (-0.435, -0.176, 0.182)  2.154
C (0.530, 3.349, -0.633)  -0.015
C (-0.220, 2.535, 0.393)  0.121
C (-1.620, 2.399, 0.286)  0.025
C (-2.358, 3.135, -0.802)  0.014
C (-2.319, 1.566, 1.173)  0.103
C (-3.797, 1.342, 0.989)  -0.028
C (-1.624, 0.895, 2.202)  -0.038
C (-2.339, -0.002, 3.177)  0.001
C (-0.234, 1.085, 2.353)  0.125
C (0.498, 0.383, 3.467)  0.002
C (0.461, 1.940, 1.471)  -0.174
C (1.920, 2.230, 1.725)  0.006
H (0.508, 4.416, -0.397)  0.001
H (0.094, 3.223, -1.623)  -0.008
H (1.573, 3.048, -0.696)  0.003
H (-3.362, 3.405, -0.483)  0.001
H (-2.450, 2.524, -1.706)  -0.007
H (-1.847, 4.055, -1.076)  0.004
H (-4.088, 1.459, -0.052)  0.002
H (-4.384, 2.049, 1.581)  0.002
H (-4.082, 0.336, 1.286)  -0.001
H (-1.954, 0.143, 4.185)  -0.001
H (-2.181, -1.052, 2.915)  -0.003
H (-3.407, 0.194, 3.203)  0.004
H (0.426, 0.956, 4.396)  -0.001
H (1.553, 0.254, 3.236)  0.001
H (0.089, -0.609, 3.637)  0.001
H (2.571, 1.428, 1.366)  0.000
H (2.100, 2.337, 2.793)  0.001
H (2.233, 3.155, 1.248)  0.001
O (6.257, -2.374, -1.350)  0.027
C (5.840, -1.622, -0.507)  0.077
O (6.409, -0.955, 0.421)  0.828
C (4.361, -1.246, -0.370)  -0.009
C (3.822, -0.260, -1.193)  0.022
C (2.479, 0.019, -1.076)  0.033
N (1.691, -0.614, -0.199)  0.093
C (2.206, -1.560, 0.593)  0.045
C (3.550, -1.893, 0.549)  0.021
C (1.258, -2.257, 1.574)  0.024
O (1.748, -3.049, 2.363)  0.001
O (0.030, -1.920, 1.464)  0.115
H (4.435, 0.265, -1.913)  0.004
H (2.005, 0.773, -1.693)  0.000
H (3.915, -2.650, 1.229)  0.003
C (-0.699, -0.516, -3.485)  0.056
Ge (-1.352, -1.960, -2.323)  0.016
C (-2.786, -2.898, -3.279)  0.039
C (0.099, -3.214, -1.940)  0.017
C (-2.075, -1.194, -0.666)  0.368
H (-0.366, -0.911, -4.446)  0.001
H (0.143, 0.004, -3.022)  -0.030
H (-1.490, 0.213, -3.671)  -0.001
H (-2.406, -3.307, -4.216)  0.002
H (-3.609, -2.219, -3.503)  -0.001
H (-3.172, -3.718, -2.673)  -0.005
H (0.168, -3.967, -2.726)  0.001
H (-0.077, -3.717, -0.988)  0.001
H (1.059, -2.701, -1.879)  -0.005
H (-2.365, -1.993, 0.020)  -0.012
H (-2.936, -0.560, -0.889)  -0.032

---

[2]
C28H40ClCsN2O14P2 as an isolated structure at a distorted geometry, computed with the ωB97M-V functional and the def2-TZVPD basis.

The multiplicity is 1. Its net charge is -2. The calculation puts the total energy at -92985.6076 eV.

Each line ends with the Mulliken charge.
Atoms and positions in Å:
Cs (0.991, -0.579, -1.284)  1.659
C (5.310, 1.837, 1.488)  -1.281
C (5.321, 0.505, 2.217)  0.454
C (5.710, -0.657, 1.322)  -1.253
O (4.041, 0.261, 2.881)  -0.438
P (2.672, 0.153, 2.063)  0.314
O (2.817, 0.120, 0.605)  -0.679
C (1.728, 1.583, 2.688)  -0.608
P (0.007, 1.618, 2.126)  0.408
O (-0.083, 1.495, 0.675)  0.032
O (-0.641, 2.941, 2.727)  -0.571
C (-0.824, 4.175, 1.975)  0.588
C (-1.641, 4.005, 0.702)  -1.201
C (0.526, 4.812, 1.703)  -1.325
O (-0.644, 0.465, 2.978)  -0.539
C (-1.881, -0.244, 2.555)  0.543
C (-2.967, 0.737, 2.155)  -1.221
C (-1.618, -1.265, 1.467)  -0.349
O (1.937, -1.126, 2.602)  -0.107
C (1.916, -1.807, 3.866)  0.599
C (1.789, -0.852, 5.040)  -1.221
C (3.129, -2.712, 3.964)  -1.414
H (6.315, 2.070, 1.133)  0.493
H (4.990, 2.637, 2.159)  0.295
H (4.645, 1.787, 0.626)  0.223
H (6.006, 0.556, 3.065)  0.283
H (5.059, -0.722, 0.451)  0.277
H (5.666, -1.598, 1.873)  0.291
H (6.737, -0.510, 0.980)  0.470
H (2.217, 2.475, 2.285)  0.224
H (1.805, 1.632, 3.775)  0.495
H (-1.398, 4.786, 2.673)  0.282
H (-1.117, 3.434, -0.061)  0.171
H (-1.870, 5.006, 0.328)  0.509
H (-2.586, 3.504, 0.913)  0.273
H (1.050, 4.230, 0.940)  0.239
H (1.130, 4.856, 2.610)  0.313
H (0.397, 5.824, 1.318)  0.489
H (-2.148, -0.748, 3.484)  0.207
H (-2.688, 1.218, 1.216)  -0.076
H (-3.149, 1.484, 2.930)  0.322
H (-3.889, 0.184, 1.973)  0.570
H (-1.645, -0.854, 0.455)  -0.397
H (-2.405, -2.024, 1.510)  0.633
H (-0.685, -1.810, 1.614)  0.111
H (1.013, -2.416, 3.803)  0.407
H (2.677, -0.220, 5.115)  0.196
H (1.696, -1.421, 5.967)  0.547
H (0.900, -0.232, 4.926)  0.138
H (4.039, -2.113, 4.042)  0.187
H (3.192, -3.342, 3.077)  0.345
H (3.052, -3.352, 4.845)  0.471
O (-1.780, -4.428, -0.128)  -0.837
C (-0.941, -3.812, -0.815)  0.176
O (0.103, -3.220, -0.475)  -0.673
C (-1.235, -3.771, -2.336)  0.214
C (-2.086, -4.710, -2.914)  -0.488
C (-2.321, -4.662, -4.275)  -0.305
C (-1.718, -3.660, -5.025)  -0.688
C (-0.902, -2.754, -4.364)  -0.373
N (-0.660, -2.806, -3.057)  0.152
H (-2.542, -5.442, -2.261)  0.485
H (-2.971, -5.389, -4.749)  0.370
H (-1.874, -3.575, -6.093)  0.383
H (-0.420, -1.949, -4.910)  0.479
O (-0.766, 2.177, -2.961)  -0.415
C (-1.865, 2.375, -3.426)  -0.450
C (-3.137, 1.737, -3.099)  0.900
C (-4.248, 2.245, -3.741)  -0.242
C (-5.526, 1.759, -3.501)  -0.503
C (-5.706, 0.694, -2.577)  -0.315
C (-4.638, 0.166, -1.935)  -0.487
C (-3.268, 0.636, -2.140)  -0.453
O (-2.323, 0.129, -1.531)  -0.257
N (-6.639, 2.322, -4.169)  0.984
O (-6.462, 3.239, -4.975)  -0.693
O (-7.763, 1.872, -3.934)  -0.697
H (-1.984, 3.157, -4.216)  0.118
H (-4.125, 3.056, -4.450)  0.419
H (-6.705, 0.319, -2.405)  0.454
H (-4.753, -0.656, -1.238)  0.478
Cl (4.179, -3.369, -2.288)  -0.306
C (2.963, -2.663, -3.420)  0.597
C (3.419, -1.248, -3.901)  0.494
O (3.814, -1.191, -5.079)  -0.770
O (3.332, -0.335, -3.048)  -0.684
H (2.033, -2.675, -2.850)  -0.755
H (2.911, -3.356, -4.253)  0.311

---

[3]
An isolated ion of composition C7H12BN2O2 and charge +1 at a distorted geometry, computed with the ωB97M-V functional and the def2-TZVPD basis.

The multiplicity is 1. Its net charge is +1. The SMILES is C[N+](C)=c1cc[nH]cc1B(O)O. The calculation puts the total energy at -15199.8725 eV.

Each line ends with the Mulliken charge.
Atoms and positions in Å:
C (-1.993, -1.904, -0.646)  -0.762
N (-1.037, -0.848, -0.628)  0.042
C (-0.854, -0.190, -1.999)  -1.037
C (-0.362, -0.354, 0.406)  1.253
C (-0.621, -0.861, 1.756)  -1.118
C (0.117, -0.421, 2.821)  -0.392
N (1.058, 0.484, 2.711)  -0.026
C (1.389, 1.183, 1.580)  -0.487
C (0.927, 0.836, 0.394)  0.200
B (1.392, 1.416, -1.004)  0.540
O (2.529, 0.877, -1.470)  -0.522
O (0.646, 2.343, -1.580)  -0.510
H (-2.989, -1.621, -1.145)  0.390
H (-1.545, -2.850, -1.062)  0.341
H (-2.046, -2.013, 0.433)  0.129
H (-1.010, 0.900, -1.905)  0.343
H (0.170, -0.348, -2.283)  0.336
H (-1.540, -0.844, -2.555)  0.427
H (-1.384, -1.651, 1.825)  0.302
H (-0.011, -0.826, 3.845)  0.380
H (1.408, 0.831, 3.518)  0.205
H (2.062, 2.056, 1.708)  0.357
H (2.871, 1.109, -2.255)  0.288
H (0.823, 2.696, -2.464)  0.321

---

[4]
C9H10BrN3O in the gas phase at a distorted geometry, computed with the ωB97M-V functional and the def2-TZVPD basis.

The multiplicity is 1. The calculation puts the total energy at -86049.8052 eV.

Each line ends with the Mulliken charge.
Atoms and positions in Å:
C (-1.153, 2.874, -0.015)  -0.427
C (-1.930, 1.862, 0.431)  -0.305
C (0.034, 2.591, -0.688)  -0.470
C (-1.545, 0.524, 0.414)  -0.390
C (0.426, 1.265, -0.865)  -0.338
C (-0.344, 0.215, -0.335)  0.324
C (1.802, -2.934, 0.387)  -0.845
C (1.263, -1.602, 0.601)  1.094
C (0.266, -1.171, -0.522)  -1.070
N (2.344, -0.606, 0.244)  0.064
N (3.435, -0.942, -0.156)  -0.593
N (3.592, -2.214, -0.360)  0.020
O (0.906, -1.264, 1.883)  -0.560
Br (5.195, -3.118, -0.547)  -0.051
H (-1.487, 3.900, 0.224)  0.341
H (-3.004, 2.164, 0.618)  0.266
H (0.774, 3.240, -1.185)  0.304
H (-2.040, -0.269, 0.996)  0.344
H (1.179, 1.037, -1.633)  0.274
H (2.011, -3.704, 1.085)  0.389
H (1.650, -3.268, -0.674)  0.278
H (-0.581, -1.950, -0.623)  0.369
H (0.756, -1.193, -1.434)  0.637
H (0.765, -0.391, 1.866)  0.343

---

[5]
C31H45N7OPPt as an isolated structure at a distorted geometry, computed with the ωB97M-V functional and the def2-TZVPD basis.

The multiplicity is 1. Its net charge is +1. The calculation puts the total energy at -57879.6722 eV.

Each line ends with the Mulliken charge.
Atoms and positions in Å:
Pt (-0.382, -0.165, -0.528)  4.360
C (-2.851, -2.115, 0.912)  0.346
C (-4.023, -1.440, 0.181)  -0.820
C (-3.617, -0.241, -0.697)  -1.290
N (-2.444, -0.444, -1.532)  -0.825
C (-2.445, -0.798, -2.771)  1.663
C (-3.612, -1.278, -3.440)  -1.111
C (-3.819, -1.698, -4.728)  -0.754
C (-2.929, -1.791, -5.804)  -0.725
C (-1.602, -1.448, -5.788)  -0.772
C (-0.816, -0.921, -4.758)  -0.124
C (-1.114, -0.581, -3.434)  -0.309
N (-0.205, 0.030, -2.673)  0.263
C (0.979, 0.663, -3.197)  -1.372
C (1.338, 1.827, -2.273)  -0.124
C (0.058, 2.517, -1.778)  -1.268
N (-0.422, 1.929, -0.540)  -0.959
C (-0.451, 2.611, 0.592)  0.666
C (0.246, 3.828, 0.771)  -0.432
C (0.159, 4.812, 1.752)  -0.969
C (-0.705, 4.916, 2.820)  -0.754
C (-1.661, 3.967, 3.180)  -0.473
C (-1.879, 2.697, 2.697)  -1.062
C (-1.237, 1.947, 1.661)  0.762
N (-1.399, 0.661, 1.509)  0.443
C (-2.295, -0.034, 2.429)  -1.885
C (-2.388, -1.552, 2.266)  -0.827
H (-2.010, -2.093, 0.235)  -0.918
H (-3.097, -3.170, 1.067)  0.632
H (-4.788, -1.090, 0.881)  0.464
H (-4.489, -2.199, -0.453)  0.373
H (-3.354, 0.595, -0.046)  0.276
H (-4.483, 0.078, -1.285)  0.638
H (-4.492, -1.323, -2.809)  0.200
H (-4.836, -2.010, -4.942)  0.338
H (-3.324, -2.164, -6.740)  0.333
H (-1.076, -1.601, -6.726)  0.331
H (0.217, -0.738, -5.029)  0.385
H (0.783, 1.067, -4.195)  0.690
H (1.822, -0.039, -3.283)  0.235
H (1.977, 2.538, -2.800)  0.626
H (1.892, 1.444, -1.410)  -0.541
H (-0.728, 2.364, -2.520)  0.591
H (0.204, 3.590, -1.695)  0.586
H (0.965, 4.049, -0.007)  0.390
H (0.837, 5.648, 1.619)  0.383
H (-0.658, 5.823, 3.409)  0.364
H (-2.317, 4.255, 3.996)  0.366
H (-2.678, 2.169, 3.196)  0.311
H (-3.308, 0.380, 2.332)  0.635
H (-1.981, 0.158, 3.463)  0.648
H (-3.070, -1.895, 3.048)  0.480
H (-1.401, -1.979, 2.485)  0.046
C (3.788, 0.666, 3.594)  -0.709
N (3.479, 1.478, 2.332)  0.237
C (4.435, 1.029, 1.226)  -0.760
N (4.350, -0.372, 1.026)  0.227
C (4.659, -1.085, 2.264)  -0.930
N (3.728, -0.726, 3.329)  0.227
C (2.362, -1.199, 3.054)  -1.670
P (1.561, -0.474, 1.495)  2.114
C (2.055, 1.284, 1.903)  -1.673
C (3.075, -0.801, 0.435)  -1.522
H (3.056, 0.954, 4.346)  0.380
H (4.788, 0.955, 3.916)  0.365
H (3.638, 2.466, 2.529)  0.390
H (5.438, 1.313, 1.542)  0.333
H (4.163, 1.572, 0.322)  0.424
H (5.673, -0.829, 2.576)  0.329
H (4.607, -2.156, 2.083)  0.376
H (1.726, -0.977, 3.913)  0.449
H (2.388, -2.284, 2.936)  0.393
H (1.403, 1.665, 2.691)  0.651
H (1.885, 1.894, 1.020)  0.186
H (2.942, -0.306, -0.528)  0.393
H (3.134, -1.876, 0.251)  0.401
C (0.409, -4.183, 0.477)  -1.103
O (0.444, -2.733, 0.432)  -0.125
C (0.130, -2.068, -0.642)  0.138
C (0.514, -2.724, -1.915)  -0.985
H (-0.390, -4.575, -0.143)  0.429
H (0.208, -4.443, 1.511)  0.289
H (1.360, -4.613, 0.171)  0.318
H (0.562, -3.809, -1.862)  0.810
H (1.504, -2.355, -2.192)  0.147
H (-0.168, -2.442, -2.714)  -0.038

---

[6]
C3H8N2O2S as an isolated structure at a distorted geometry, computed with the ωB97M-V functional and the def2-TZVPD basis.

The multiplicity is 1. The calculation puts the total energy at -21148.0995 eV.

Each line ends with the Mulliken charge.
Atoms and positions in Å:
C (0.270, -0.226, 1.602)  -0.416
C (1.330, -0.813, 0.553)  -0.505
C (-0.592, 0.010, -0.579)  -0.343
N (-0.924, -0.015, 0.772)  -0.128
N (0.645, -0.407, -0.705)  -0.104
O (-3.370, -0.809, -1.308)  -0.485
O (-2.326, 0.231, -3.267)  -0.503
S (-2.174, -0.687, -2.130)  0.663
H (0.168, -0.895, 2.450)  0.330
H (0.727, 0.710, 1.904)  0.237
H (2.316, -0.415, 0.681)  0.306
H (1.390, -1.883, 0.566)  0.291
H (-0.438, 1.993, -0.289)  -0.034
H (-1.624, 0.678, 1.021)  0.320
H (1.038, -0.837, -1.560)  0.264
H (-0.057, 2.330, 0.367)  0.105

---

- multiplicity of number 1 (C23H32GeNO4Rh)?
  5